DFT (wB97M-V/def2-TZVPD) results for C38H47BrClF27O22S2 as an isolated structure in a non-equilibrium geometry.

CARTESIAN COORDINATES (ANGSTROEM)
C (-1.653, -2.291, 5.300)
C (-0.160, -1.794, 4.919)
Br (0.587, -1.036, 6.629)
C (0.652, -3.068, 4.409)
C (1.983, -2.735, 3.601)
Cl (3.251, -3.879, 4.294)
O (2.595, -1.424, 3.775)
S (3.558, -1.114, 2.432)
O (3.825, 0.304, 2.071)
O (4.875, -1.819, 2.349)
O (2.427, -1.738, 1.327)
C (2.066, -2.974, 2.015)
S (0.845, -4.056, 1.150)
O (1.532, -4.524, -0.118)
O (0.470, -5.296, 1.901)
C (-0.665, -3.101, 0.529)
F (-1.249, -3.911, -0.442)
F (-1.582, -2.975, 1.565)
F (-0.324, -1.906, -0.085)
H (-2.408, -2.079, 4.478)
H (-1.568, -3.428, 5.446)
H (-1.994, -1.890, 6.312)
H (-0.160, -0.947, 4.169)
H (-0.080, -3.745, 3.873)
H (0.981, -3.635, 5.348)
H (3.037, -3.584, 1.920)
C (-7.009, -4.024, 8.320)
C (-6.839, -2.732, 9.095)
O (-5.555, -2.137, 8.838)
C (-5.426, -1.516, 7.653)
O (-6.295, -1.436, 6.829)
C (-4.036, -0.902, 7.516)
F (-3.051, -1.775, 7.831)
F (-3.874, 0.160, 8.325)
F (-3.782, -0.472, 6.272)
H (-6.191, -4.713, 8.542)
H (-7.957, -4.503, 8.572)
H (-6.991, -3.848, 7.243)
H (-6.876, -2.943, 10.166)
H (-7.640, -2.020, 8.881)
C (1.833, -4.330, -2.893)
C (2.955, -3.314, -2.964)
O (3.779, -3.526, -4.125)
C (3.259, -3.122, -5.294)
O (2.178, -2.610, -5.417)
C (4.239, -3.372, -6.435)
F (4.736, -4.624, -6.421)
F (5.296, -2.539, -6.379)
F (3.681, -3.198, -7.642)
H (2.235, -5.346, -2.924)
H (1.256, -4.203, -1.978)
H (1.153, -4.234, -3.743)
H (3.605, -3.430, -2.094)
H (2.576, -2.288, -2.947)
C (3.753, 3.497, 4.579)
C (3.669, 3.373, 6.089)
O (2.616, 4.196, 6.621)
C (1.368, 3.730, 6.451)
O (1.099, 2.699, 5.897)
C (0.349, 4.672, 7.084)
F (0.544, 5.954, 6.726)
F (0.404, 4.634, 8.429)
F (-0.914, 4.368, 6.742)
H (3.869, 4.544, 4.289)
H (4.595, 2.923, 4.191)
H (2.841, 3.136, 4.098)
H (4.599, 3.730, 6.534)
H (3.539, 2.335, 6.405)
C (-3.399, 2.704, 5.090)
C (-3.982, 4.065, 4.764)
O (-4.333, 4.160, 3.373)
C (-5.457, 3.522, 3.010)
O (-6.158, 2.899, 3.761)
C (-5.736, 3.723, 1.524)
F (-4.656, 3.477, 0.760)
F (-6.117, 4.985, 1.252)
F (-6.714, 2.921, 1.071)
H (-2.547, 2.488, 4.441)
H (-3.074, 2.662, 6.131)
H (-4.129, 1.908, 4.928)
H (-3.231, 4.836, 4.950)
H (-4.845, 4.299, 5.393)
C (1.924, -0.007, -6.722)
C (0.675, 0.325, -5.930)
O (0.811, 1.585, -5.247)
C (0.691, 2.682, -6.012)
O (0.484, 2.666, -7.195)
C (0.822, 3.944, -5.167)
F (1.899, 3.914, -4.359)
F (-0.248, 4.128, -4.370)
F (0.938, 5.056, -5.912)
H (2.803, 0.010, -6.073)
H (1.839, -0.991, -7.181)
H (2.102, 0.725, -7.513)
H (0.523, -0.433, -5.160)
H (-0.218, 0.327, -6.561)
C (8.484, -4.880, -5.674)
C (7.747, -5.357, -6.910)
O (8.629, -6.059, -7.802)
C (8.955, -7.310, -7.438)
O (8.561, -7.851, -6.440)
C (9.865, -7.954, -8.478)
F (10.897, -7.159, -8.820)
F (9.201, -8.234, -9.616)
F (10.399, -9.108, -8.051)
H (9.346, -4.270, -5.955)
H (7.825, -4.292, -5.034)
H (8.868, -5.719, -5.090)
H (7.366, -4.494, -7.460)
H (6.886, -5.980, -6.654)
C (-7.487, -0.132, 1.124)
C (-8.792, 0.069, 0.378)
O (-9.211, -1.142, -0.273)
C (-9.742, -2.083, 0.526)
O (-9.878, -1.967, 1.713)
C (-10.173, -3.299, -0.288)
F (-9.209, -3.723, -1.127)
F (-11.255, -3.034, -1.045)
F (-10.494, -4.347, 0.486)
H (-6.718, -0.517, 0.449)
H (-7.143, 0.805, 1.558)
H (-7.596, -0.862, 1.929)
H (-8.649, 0.814, -0.408)
H (-9.582, 0.443, 1.035)
C (1.609, 7.750, -6.281)
C (2.113, 8.793, -5.303)
O (3.220, 9.529, -5.850)
C (2.908, 10.456, -6.771)
O (1.792, 10.692, -7.147)
C (4.160, 11.185, -7.248)
F (5.150, 10.337, -7.586)
F (4.658, 11.996, -6.294)
F (3.931, 11.953, -8.323)
H (2.423, 7.089, -6.588)
H (0.816, 7.155, -5.835)
H (1.218, 8.212, -7.190)
H (2.483, 8.297, -4.403)
H (1.318, 9.475, -4.990)

Properties
Molecular weight: 1548.2 g mol⁻¹
Largest force on an atom: 7.10 eV Å⁻¹
HOMO-LUMO gap: 9.83 eV
Calculated total energy: -9658.364916 Eh

Atom charges from the Mulliken analysis, given in e for atoms 1 to 8: atom 1 (C): -0.75, atom 2 (C): -0.16, atom 3 (Br): -0.14, atom 4 (C): -1.13, atom 5 (C): 1.01, atom 6 (Cl): -0.13, atom 7 (O): -0.08, atom 8 (S): 1.01

=====

DFT (wB97M-V/def2-TZVPD) results for a 2-piece molecular cluster, C4H12N2O2 overall in a non-equilibrium geometry.

CARTESIAN COORDINATES (ANGSTROEM)
C (1.337, 1.617, -1.701)
N (1.122, 1.597, -0.215)
C (0.555, 0.515, 0.394)
O (0.339, 0.713, 1.585)
C (0.364, -0.869, -0.264)
C (-0.227, -1.868, 0.809)
N (-0.522, -0.722, -1.469)
H (2.429, 1.215, -1.760)
H (0.717, 0.999, -2.325)
H (1.509, 2.587, -2.017)
H (1.155, 2.410, 0.233)
H (1.387, -1.399, -0.441)
H (-1.252, -1.700, 0.799)
H (0.275, -1.682, 1.821)
H (-0.092, -2.811, 0.540)
H (-1.377, -0.198, -1.348)
H (-0.608, -1.596, -1.993)
O (-2.786, 0.296, 2.535)
H (-2.141, 0.112, 1.786)
H (-2.182, 0.784, 3.030)

Properties
Molecular weight: 120.2 g mol⁻¹
Largest force on an atom: 7.84 eV Å⁻¹
HOMO-LUMO gap: 10.18 eV
Calculated total energy: -419.548666 Eh
ΔE to the lowest compared entry with this formula, charge and spin: 62.64 kcal per mole
SMILES: CNC(=O)[C@@H](C)N.O

Atom charges from the natural (NBO) analysis, given in e for atoms 1 to 8: atom 1 (C): -0.44, atom 2 (N): -0.58, atom 3 (C): 0.65, atom 4 (O): -0.65, atom 5 (C): -0.14, atom 6 (C): -0.60, atom 7 (N): -0.88, atom 8 (H): 0.18